ORCA calculation (the ωB97M-V functional and the def2-TZVPD basis) on a structure of composition C49H51EuN5O2S4 at a distorted geometry.

Last column: Löwdin charge in e.
Atoms and positions in Å:
Eu -20.12055 10.45837 -4.28981  1.32
S -16.64729 16.33370 -1.18235  0.98
S -13.28242 6.22167 -5.32656  0.98
S -21.75774 12.49739 -2.55325  0.38
S -19.74463 12.97750 -5.42527  0.38
O -18.10582 10.43175 -6.01527  -0.15
O -18.21536 5.92618 -5.34907  0.00
N -21.16243 8.80390 -2.06607  0.05
N -16.79035 9.00504 -2.59815  0.13
N -17.68290 11.28024 -0.94279  -0.03
N -18.45765 8.25880 -5.31243  0.10
N -22.18470 9.19841 -4.86398  0.00
C -15.52025 5.32452 -4.30952  -0.13
C -15.96040 13.25307 -0.55938  -0.05
C -15.89414 9.92094 -2.19348  -0.17
C -19.99637 10.52808 -0.11082  -0.27
C -14.99123 4.30192 -5.15930  -0.18
C -23.09572 14.68300 -3.53896  -0.18
C -19.72727 11.45063 1.09144  -0.04
C -14.75107 6.44767 -4.35987  -0.45
C -21.06482 5.92399 -1.69129  -0.34
C -21.01147 6.91117 -0.55533  -0.16
C -22.38439 5.09619 -1.74155  -0.05
C -21.09690 9.42334 -7.50185  -0.06
C -19.80339 4.98560 -1.60790  -0.05
C -23.11960 8.07252 -8.12972  -0.05
C -17.98440 12.58797 -1.60580  -0.02
C -22.43261 8.72814 -2.43178  -0.11
C -15.05653 7.72458 -3.64685  -0.19
C -13.80461 4.64743 -5.78213  -0.46
C -20.70585 7.34926 1.79497  -0.12
C -16.39817 7.93741 -3.26609  -0.08
C -17.94953 9.20460 -6.14870  -0.58
C -16.32945 10.99468 -1.46441  -0.07
C -20.50685 9.14424 0.25383  -0.11
C -15.41305 12.02909 -1.04277  -0.17
C -13.55013 10.76276 -1.93066  -0.03
C -17.54896 14.95645 -1.75700  -0.44
C -22.63315 9.31227 -7.31799  -0.51
C -24.26339 8.53151 -4.10260  -0.07
C -18.44109 16.76010 -2.89445  -0.20
C -18.70998 10.26627 -0.90674  -0.12
C -23.26103 10.60997 -7.79961  -0.04
C -22.95218 8.85604 -3.74017  -0.34
C -14.11154 8.63679 -3.16385  0.01
C -21.93271 13.73544 -3.82522  -0.84
C -24.28295 8.58021 -5.48046  -0.08
C -14.47313 9.76808 -2.42708  -0.13
C -21.14854 15.23670 -5.63428  -0.21
C -20.91472 8.27451 -0.80111  -0.20
C -17.56971 7.14742 -7.23359  -0.10
C -17.34943 8.65580 -7.39570  -0.09
C -14.01901 11.80841 -1.22825  -0.04
C -23.01765 9.02253 -5.88229  -0.32
C -17.21596 13.58547 -1.22948  -0.25
C -20.95476 6.46466 0.76331  -0.06
C -20.41520 8.66656 1.56210  -0.06
C -18.47714 15.35625 -2.64183  -0.11
C -18.15914 7.03069 -5.87158  -0.54
C -17.55071 17.44138 -2.16675  -0.43
C -21.12088 13.93535 -4.86670  -0.87
H -20.65613 11.03028 -0.78637  0.02
H -20.51096 11.35900 1.83507  0.08
H -19.77209 4.28853 -2.43629  0.07
H -17.44377 11.64657 -0.01051  0.15
H -18.12285 9.38720 -0.45133  0.17
H -18.91817 12.65287 -2.12875  0.06
H -16.27817 8.80246 -7.33014  0.11
H -23.18003 8.41424 -1.72713  0.12
H -16.46867 5.23647 -3.82779  0.09
H -19.19654 14.72205 -3.15333  0.08
H -20.75295 10.41807 -7.29759  0.05
H -19.64042 12.50244 0.88979  0.08
H -22.23098 4.33135 -2.49204  0.06
H -15.42297 3.33563 -5.30507  0.09
H -18.83181 5.47725 -1.52512  0.08
H -21.76571 16.08103 -5.28338  0.06
H -15.32275 14.00671 -0.20217  0.05
H -25.10822 8.25411 -6.17617  0.11
H -24.13523 8.15953 -8.29539  0.03
H -13.12610 8.38990 -3.44587  0.08
H -23.97388 14.13927 -3.17209  0.05
H -22.73022 8.13680 -9.17892  0.09
H -20.96432 6.40776 -2.64305  0.12
H -23.24398 5.67997 -2.02951  0.06
H -22.96021 11.40354 -7.14798  0.08
H -20.14068 9.32659 2.36315  0.09
H -20.67336 7.00815 2.86657  0.11
H -22.85798 15.41820 -2.79074  0.05
H -20.80917 9.11948 -8.54099  0.09
H -12.54057 10.62195 -2.22417  0.09
H -21.46137 14.99697 -6.63372  0.04
H -23.41643 15.20339 -4.41649  0.04
H -20.55658 8.77547 -6.85593  0.04
H -18.27111 6.69312 -7.99260  0.13
H -24.32787 10.49320 -7.74594  0.07
H -18.81673 9.90771 -1.90827  0.06
H -17.78429 9.14445 -8.24937  0.11
H -16.66235 6.62121 -7.27889  0.09
H -18.88235 11.11726 1.56119  0.04
H -22.50064 4.53325 -0.74952  0.09
H -25.13967 8.26967 -3.47494  0.11
H -21.10498 5.39699 1.02493  0.11
H -13.22562 4.01603 -6.44539  0.05
H -17.30472 18.48633 -2.11226  0.05
H -13.44069 12.65595 -1.00864  0.09
H -19.16443 17.09413 -3.62964  0.10
H -19.92572 4.38476 -0.73685  0.04
H -22.78399 7.20782 -7.60719  0.08
H -20.11322 15.60755 -5.70310  0.04
H -17.18321 7.26982 -3.54367  0.08
H -23.00825 10.83082 -8.81848  0.07

Values from the calculation:
orbital gap (spin up / spin down): 4.37 / 4.41 eV
HOMO (spin up / spin down): -0.030 / -0.031 Eh
M: 1022.212 g mol⁻¹
total charge: -2
electronic energy: -4625.201117 hartree
2S+1: 8

***

ORCA calculation (the ωB97M-V functional and the def2-TZVPD basis) on a structure of composition C49H51N7O7Re at a distorted geometry.

Last column: Löwdin charge in e.
Atoms and positions in Å:
Re -0.08639 -0.29736 0.06233  1.60
O -0.29378 1.94282 -1.59201  -0.08
O 2.06894 0.48000 -1.03261  -0.05
O 3.75136 5.55643 -4.21507  0.01
O 4.55894 -0.20017 -0.48965  0.07
O 5.82032 1.51018 -0.14210  0.00
O -0.14016 2.62268 -3.70492  -0.02
O 5.65723 5.01795 -3.34658  0.00
N 4.44467 4.81661 -3.50760  -0.38
N 4.81649 0.98515 -0.64469  -0.34
N -1.02332 1.50732 0.82552  -0.02
N 1.48075 0.29678 1.51037  -0.02
N -0.74248 -0.68717 -1.58824  -0.10
N -2.15524 -1.09733 0.42039  0.02
N 0.52860 -2.27456 0.66107  -0.01
C -2.48279 -2.41368 0.28563  -0.24
C -2.37657 3.32961 0.46405  -0.13
C -3.87247 -1.05901 -4.25290  -0.15
C 1.76623 -2.65852 1.11762  -0.22
C -4.62492 -3.81934 -0.13753  -0.20
C -0.38652 -6.34344 2.15872  -0.09
C -1.69432 -0.82291 -2.47310  -0.37
C -3.56572 4.10847 0.00243  -0.19
C 4.70019 -0.13241 3.35027  -0.19
C -2.29350 1.88436 0.48660  -0.23
C 2.53589 -0.45885 1.92865  -0.23
C 5.92736 -0.39650 2.47524  -0.10
C -3.34420 1.03384 0.21513  0.05
C 0.32896 2.28565 -2.61608  -0.65
C -3.05615 -2.14796 -3.98338  -0.15
C -4.36308 -1.24548 -0.11697  -0.13
C 0.20715 5.53204 -0.36214  -0.07
C -3.87361 -2.53246 0.00509  -0.13
C 2.56726 1.46843 -1.59384  -0.28
C -1.58539 -3.48793 0.36721  0.05
C 1.84917 -4.09866 1.13035  -0.14
C -3.61924 4.11820 -1.52699  -0.07
C -0.30906 2.64909 1.05187  -0.24
C -1.14768 3.80279 0.80751  -0.13
C 4.11246 -4.89564 0.41477  -0.09
C 3.05884 1.65017 2.47047  -0.14
C -3.28067 -0.36772 0.17157  -0.23
C 0.98246 2.69637 1.52512  0.06
C -3.58891 0.15534 -3.63473  -0.12
C 3.50528 0.35736 2.59294  -0.13
C -4.37331 -4.48178 -1.49289  -0.09
C 1.79533 1.58687 1.80080  -0.23
C -1.98483 -2.04445 -3.12660  -0.05
C -0.66441 5.21586 0.85564  -0.19
C -5.72957 -0.82353 -0.55292  -0.20
C 2.47110 3.44789 -3.06739  0.05
C 0.14722 -5.98461 0.76816  -0.20
C -6.61688 -0.42133 0.62498  -0.10
C 3.84398 3.72850 -2.87241  -0.18
C 2.68893 -1.82769 1.70791  0.06
C -2.53096 0.28894 -2.77544  -0.04
C 3.15034 3.20941 4.39643  -0.09
C 0.62202 -4.56737 0.76477  -0.14
C 3.98564 1.79222 -1.44195  -0.08
C 4.57705 2.89398 -2.03560  0.07
C -0.21785 -3.41801 0.53004  -0.23
C 3.69508 2.88949 3.00339  -0.19
C 1.85631 2.40513 -2.44741  -0.03
C 3.05424 -4.89144 1.52134  -0.20
H -4.68882 -3.81482 -2.29113  0.06
H -0.36674 5.40231 -1.27582  0.08
H 6.76914 -0.72935 3.08814  0.06
H -2.26320 1.23043 -2.32408  0.08
H 5.62545 3.08762 -1.85320  0.12
H 5.70849 -1.15927 1.73299  0.06
H -3.50020 5.13593 0.37394  0.10
H -3.26924 -3.10381 -4.44631  0.09
H 6.21282 0.50336 1.93489  0.05
H 3.72177 -5.39487 -0.47110  0.07
H -6.72946 -1.26028 1.30803  0.07
H 3.60183 4.11710 4.79736  0.06
H -4.29987 1.48173 -0.01161  0.10
H -6.20614 -1.63449 -1.10993  0.11
H -3.31211 -4.67289 -1.62141  0.06
H -0.09154 5.38527 1.77419  0.10
H 5.01450 -5.41817 0.74145  0.06
H -1.35793 -2.89725 -2.91009  0.10
H 0.39342 -6.20272 2.90552  0.07
H -3.72576 3.10479 -1.90295  0.06
H 3.49151 3.72579 2.33192  0.11
H 4.37175 -3.87557 0.14164  0.07
H -0.64558 -6.11942 0.02971  0.10
H 4.42796 -1.05246 3.88225  0.11
H 2.76440 -5.92305 1.74034  0.10
H -7.60475 -0.11121 0.28431  0.06
H -4.91161 -5.42740 -1.57629  0.06
H -1.51941 5.89719 0.87345  0.10
H -2.68886 4.51016 -1.92604  0.08
H 2.06995 3.33540 4.35023  0.07
H 3.60321 -2.27279 2.06805  0.10
H -5.62577 0.01963 -1.23836  0.10
H -1.21131 -5.68059 2.41183  0.07
H 1.05272 4.85190 -0.40888  0.07
H -4.21405 1.01538 -3.83268  0.09
H -2.01970 -4.47511 0.31449  0.09
H 0.58283 6.55441 -0.32110  0.07
H -4.48414 3.66686 0.39996  0.10
H -6.15873 0.39939 1.17048  0.06
H 4.96089 0.61550 4.10560  0.10
H 3.36377 2.38418 5.07330  0.07
H -4.32742 -4.50280 0.66475  0.10
H 1.89196 4.07578 -3.73333  0.12
H -5.69642 -3.63434 -0.02212  0.10
H 0.96279 -6.66138 0.50244  0.10
H 1.40728 3.67140 1.72043  0.10
H 4.77703 2.75162 3.05027  0.11
H -4.44568 4.73036 -1.89041  0.06
H -4.70074 -1.14777 -4.94567  0.07
H -0.73065 -7.37802 2.20678  0.06
H 3.48852 -4.47230 2.43311  0.10

Values from the calculation:
orbital gap (spin up / spin down): 4.21 / 4.91 eV
HOMO (spin up / spin down): -0.029 / -0.054 Eh
M: 1036.196 g mol⁻¹
relative energy (zero: lowest compared OMol25 entry of this formula, charge and spin): 1.4889 eV
total charge: -2
electronic energy: -2886.021123 hartree
2S+1: 2

***

electronic energy of number 2 (C49H51N7O7Re)? -2886.021123 hartree

***

The lowest M belongs to which entry? C49H51EuN5O2S4